1.
ORCA calculation (wB97M-V/def2-TZVPD) on an isolated ion of composition C5H7N2O3 and charge -1.

Each line ends with the natural charge from an NBO analysis.
Atoms and positions in Å:
1 C 2.19 0.06 -0.86  -0.613
2 C 1.54 0.10 0.50  -0.206
3 N 0.13 -0.07 0.36  -0.639
4 C -0.50 -1.21 0.14  0.740
5 O -0.07 -2.38 0.11  -0.749
6 N -1.87 -0.97 -0.20  -0.635
7 C -2.37 0.26 -0.09  0.583
8 O -3.54 0.52 -0.38  -0.645
9 C -1.48 1.20 0.62  0.358
10 O -1.19 2.34 0.33  -0.644
11 H 3.05 -0.64 -0.97  0.192
12 H 1.48 -0.02 -1.61  0.213
13 H 2.50 1.15 -0.92  0.188
14 H 2.09 -0.73 1.08  0.168
15 H 1.81 1.16 0.92  0.178
16 H -2.35 -1.67 -0.74  0.405
17 H -1.41 0.90 1.70  0.106

Total energy (eV): -14421.942
Lowest unoccupied orbital energy (eV): 3.93
Structure (SMILES): CC/N=C(\[O-])NC(=O)C=O
HOMO energy (eV): -4.5
Net charge: -1
Relative energy (zero: lowest compared OMol25 entry of this formula, charge and spin) (kcal/mol): 22.75

2.
ORCA calculation (wB97M-V/def2-TZVPD) on C5H7N2O3S as an isolated structure.

Each line ends with the natural charge from an NBO analysis.
Atoms and positions in Å:
1 C 1.78 1.34 0.65  0.193
2 C 0.93 0.46 1.24  -0.007
3 C 0.59 0.54 -1.06  0.219
4 C -1.77 -1.43 -0.42  -0.455
5 C -0.90 -1.00 0.51  -0.013
6 N 1.54 1.36 -0.69  -0.573
7 N 0.14 -0.13 0.30  -0.283
8 O -1.94 1.16 -1.08  -0.900
9 O -2.10 1.03 1.33  -0.886
10 O -3.88 0.05 -0.06  -0.817
11 S -2.60 0.63 0.06  2.472
12 H 2.52 1.97 1.11  0.268
13 H 0.84 0.21 2.28  0.269
14 H 0.16 0.32 -2.01  0.262
15 H -2.52 -2.16 -0.16  0.276
16 H -1.66 -1.22 -1.47  0.254
17 H -0.98 -1.30 1.55  0.259
18 H 2.05 1.94 -1.35  0.465

Total energy (eV): -25243.487
<S²>: 2.016
Lowest unoccupied orbital energy (spin up / spin down) (eV): -3.67 / -8.04
HOMO energy (spin up / spin down) (eV): -11.1 / -14.6
Multiplicity: 3
Net charge: +1
Relative energy (zero: lowest compared OMol25 entry of this formula, charge and spin) (kcal/mol): 23.51

3.
ORCA calculation (wB97M-V/def2-TZVPD) on one molecule with the formula C5H7N3.

Each line ends with the natural charge from an NBO analysis.
Atoms and positions in Å:
1 C 1.20 1.51 0.11  -0.085
2 C -0.16 1.80 0.12  -0.045
3 C 2.72 -0.33 -0.01  -0.033
4 C 0.03 -0.54 -0.04  0.339
5 C -0.18 -1.86 0.00  -0.545
6 N 1.44 0.08 0.03  -0.436
7 N -0.87 0.56 -0.05  -0.274
8 N -2.23 0.41 0.02  -0.630
9 H 2.07 2.14 0.04  0.243
10 H -0.72 2.71 0.06  0.238
11 H 2.60 -1.46 0.06  0.096
12 H -1.17 -2.13 -0.03  0.200
13 H 0.53 -2.62 -0.11  0.227
14 H -2.49 -0.31 0.71  0.354
15 H -2.76 0.03 -0.90  0.353

Total energy (eV): -9763.517
Lowest unoccupied orbital energy (eV): 0.48
HOMO energy (eV): -7.8
Net charge: 0
Relative energy (zero: lowest compared OMol25 entry of this formula, charge and spin) (kcal/mol): 135.38

4.
ORCA calculation (wB97M-V/def2-TZVPD) on one molecule with the formula C5H7N3.

Each line ends with the natural charge from an NBO analysis.
Atoms and positions in Å:
1 C -0.08 1.85 0.05  0.227
2 N 1.12 1.60 -0.34  -0.467
3 C 1.61 0.34 0.31  -0.266
4 C 0.34 -0.52 0.62  -0.099
5 C -0.41 -1.40 -0.38  -0.504
6 C -1.62 -0.65 -0.79  0.002
7 N -1.66 0.50 -0.15  -0.219
8 N -0.67 0.70 0.75  -0.282
9 H -0.87 2.67 -0.59  0.259
10 H 2.17 0.89 1.38  0.212
11 H 2.48 -0.17 -0.32  0.224
12 H 0.46 -0.90 1.63  0.221
13 H -0.74 -2.15 0.32  0.238
14 H 0.37 -1.78 -1.20  0.236
15 H -2.50 -0.98 -1.29  0.218

Total energy (eV): -9764.158
Lowest unoccupied orbital energy (eV): 0.85
Structure (SMILES): C1=NC[C@@H]2CC=NN12
HOMO energy (eV): -8.9
Net charge: 0
Relative energy (zero: lowest compared OMol25 entry of this formula, charge and spin) (kcal/mol): 120.61

5.
ORCA calculation (wB97M-V/def2-TZVPD) on one molecule with the formula C5H7N3.

Each line ends with the natural charge from an NBO analysis.
Atoms and positions in Å:
1 C -0.42 -0.89 -1.74  -0.417
2 N 0.09 -0.03 -0.71  -0.299
3 N 1.49 0.38 -0.69  -0.197
4 C 1.70 0.84 0.49  0.029
5 C 0.50 0.71 1.42  -0.472
6 C -0.37 -0.29 0.69  -0.153
7 C -1.81 0.19 0.68  0.277
8 N -2.90 0.56 0.49  -0.312
9 H -0.09 -0.53 -2.75  0.226
10 H -0.05 -2.06 -1.83  0.164
11 H -1.49 -0.84 -1.67  0.219
12 H 2.75 1.10 0.75  0.218
13 H -0.02 1.70 1.36  0.248
14 H 0.85 0.44 2.49  0.244
15 H -0.22 -1.29 1.02  0.225

Total energy (eV): -9766.284
Lowest unoccupied orbital energy (eV): 0.81
Structure (SMILES): CN1N=CC[C@H]1C#N
HOMO energy (eV): -8.9
Net charge: 0
Relative energy (zero: lowest compared OMol25 entry of this formula, charge and spin) (kcal/mol): 71.58

6.
ORCA calculation (wB97M-V/def2-TZVPD) on one molecule with the formula C5H7N3.

Each line ends with the natural charge from an NBO analysis.
Atoms and positions in Å:
1 C 1.42 -1.94 -0.97  -0.089
2 N 1.41 -0.62 -1.16  -0.284
3 N 1.86 0.10 0.05  -0.200
4 C 0.99 0.96 0.36  0.170
5 C 0.74 1.23 1.88  0.233
6 N -0.05 1.57 3.03  -0.302
7 C -0.52 1.00 -0.29  -0.474
8 C -1.75 0.14 0.09  -0.634
9 H 1.34 -2.75 -1.78  0.220
10 H 1.79 -2.42 0.20  0.175
11 H -0.55 0.54 -1.43  0.262
12 H -0.48 2.23 -0.15  0.231
13 H -1.60 -0.81 -0.60  0.221
14 H -1.91 0.11 1.21  0.238
15 H -2.68 0.65 -0.44  0.233

Total energy (eV): -9759.642
Lowest unoccupied orbital energy (eV): -0.87
Structure (SMILES): C=N/N=C(/C#N)CC
HOMO energy (eV): -10.1
Net charge: 0
Relative energy (zero: lowest compared OMol25 entry of this formula, charge and spin) (kcal/mol): 224.74

7.
ORCA calculation (wB97M-V/def2-TZVPD) on one molecule with the formula C5H7N3.

Each line ends with the natural charge from an NBO analysis.
Atoms and positions in Å:
1 H 1.18 -2.58 1.11  0.352
2 N 0.27 -2.94 0.61  -0.725
3 C -0.65 -2.14 -0.01  0.298
4 N -1.03 -0.91 0.01  -0.605
5 C -0.30 0.29 -0.03  0.391
6 N -0.94 1.44 0.12  -0.463
7 C 0.07 2.44 -0.10  -0.295
8 C 1.38 1.66 -0.29  -0.134
9 C 1.16 0.29 -0.44  -0.306
10 H -1.61 -2.62 -0.40  0.152
11 H -1.99 -0.83 0.13  0.411
12 H -0.06 3.33 -0.80  0.240
13 H 0.18 2.93 0.82  0.229
14 H 2.49 1.84 -0.28  0.227
15 H 1.80 -0.50 -0.52  0.228

Total energy (eV): -9765.403
Lowest unoccupied orbital energy (eV): 0.64
Structure (SMILES): [H]/N=C\NC1=NCC=C1
HOMO energy (eV): -8.9
Net charge: 0
Relative energy (zero: lowest compared OMol25 entry of this formula, charge and spin) (kcal/mol): 91.89

8.
ORCA calculation (wB97M-V/def2-TZVPD) on one molecule with the formula C5H7N3.

Each line ends with the natural charge from an NBO analysis.
Atoms and positions in Å:
1 C -1.26 -1.40 -0.10  0.250
2 N -2.21 -0.50 -0.12  -0.474
3 C -1.50 0.81 -0.29  -0.269
4 C -0.11 0.55 0.55  -0.071
5 C 1.39 0.82 -0.04  -0.507
6 C 1.97 -0.51 -0.29  0.028
7 N 1.16 -1.50 0.03  -0.209
8 N -0.10 -0.97 0.40  -0.303
9 H -1.58 -2.56 0.03  0.210
10 H -2.13 1.48 0.32  0.206
11 H -1.52 0.99 -1.36  0.209
12 H -0.40 0.66 1.61  0.218
13 H 1.73 1.49 0.73  0.245
14 H 1.45 1.50 -0.88  0.235
15 H 3.12 -0.87 -0.58  0.233

Total energy (eV): -9765.125
Lowest unoccupied orbital energy (eV): 0.86
Structure (SMILES): C1=NC[C@@H]2CC=NN12
HOMO energy (eV): -8.4
Net charge: 0
Relative energy (zero: lowest compared OMol25 entry of this formula, charge and spin) (kcal/mol): 98.29